# 1
{"formula": "C2H7OPS", "method": "wB97M-V/def2-TZVPD", "species": ["C", "S", "P", "C", "O", "H", "H", "H", "H", "H", "H", "H"], "positions_angstrom": [[0.740490, 0.288570, -2.020566], [1.595856, 0.658246, -0.436573], [0.388731, -0.592517, 0.803999], [-1.131672, 0.317865, 1.429989], [0.086133, -1.966056, 0.412674], [0.112118, 1.183112, -2.305755], [0.018214, -0.503208, -1.683014], [1.290265, -0.256279, -2.849659], [1.219728, -0.356051, 1.935801], [-1.603610, -0.566763, 1.855201], [-0.950744, 1.114560, 2.218341], [-1.765510, 0.678521, 0.639562]], "forces_ev_per_angstrom": [[-1.689, -0.878, 0.056], [-0.331, -0.722, -0.368], [0.351, 2.907, 1.512], [1.122, -0.370, 0.351], [-0.103, -0.757, -0.606], [1.057, -1.057, -0.146], [0.335, 0.662, -0.660], [-0.133, 1.316, 1.116], [-0.054, -0.475, -0.173], [-0.434, 0.207, 0.390], [0.042, -1.066, -1.117], [-0.162, 0.233, -0.355]], "lowdin_charge": [-0.477, 0.542, 0.342, -0.221, -0.409, 0.042, 0.002, 0.058, -0.002, 0.028, 0.068, 0.026], "energy_ev": -24359.3445, "smiles": "CS[P@@H](C)=O", "gap_ev": 10.178, "lumo_ev": 0.6, "de_lowest_kj_mol": 70.00}


# 2
{"formula": "C2H7OS", "method": "wB97M-V/def2-TZVPD", "species": ["C", "O", "H", "H", "H", "C", "S", "H", "H", "H", "H"], "positions_angstrom": [[2.165082, -0.779954, -1.164027], [1.474999, -0.211319, -0.118992], [2.810040, -1.608906, -0.839628], [1.488918, -1.242131, -1.945957], [2.809781, -0.086289, -1.721231], [-0.535350, 0.690514, 1.332358], [-1.620014, 0.235717, -0.038492], [0.323511, -0.019967, 1.267106], [-0.145289, 1.724742, 1.096561], [-1.057172, 0.717558, 2.325507], [-1.887944, -1.029276, 0.375456]], "forces_ev_per_angstrom": [[-1.293, 0.015, 0.709], [0.856, -0.261, -0.722], [0.442, -0.384, -0.013], [0.184, 0.138, 0.112], [0.326, 0.320, -0.237], [0.470, 0.591, 0.606], [-0.581, -0.268, 0.270], [-0.418, 0.677, 0.129], [-0.390, -1.207, 0.226], [0.266, -0.042, -0.901], [0.136, 0.421, -0.180]], "lowdin_charge": [-0.444, -0.470, 0.018, 0.034, 0.019, -0.559, 0.547, -0.020, 0.032, 0.015, -0.170], "energy_ev": -15069.0879, "charge": -1, "gap_ev": 5.895, "lumo_ev": 3.7, "de_lowest_kj_mol": 223.65}


# 3
{"formula": "C2H7OS", "method": "wB97M-V/def2-TZVPD", "species": ["C", "C", "S", "H", "H", "H", "H", "H", "H", "H", "O"], "positions_angstrom": [[-0.589995, 0.983251, -0.148731], [0.460254, 0.810788, 0.996206], [2.119414, -0.006923, 0.560451], [-1.506172, 1.134035, 0.408144], [-0.544916, 0.176694, -0.877483], [-0.237853, 1.811077, -0.771398], [0.051163, -0.043037, 1.540316], [0.753579, 1.767762, 1.396405], [-0.891008, -1.902427, -1.208325], [0.543811, -2.173296, -0.674310], [-0.158277, -2.557926, -1.221275]], "forces_ev_per_angstrom": [[2.242, 0.615, 0.337], [0.864, -2.308, -2.051], [-0.742, 0.387, -0.414], [-0.716, 0.172, -0.733], [-0.434, -0.526, 0.452], [-0.612, 0.487, 0.181], [-0.132, 1.034, 1.261], [-0.627, 0.029, 0.897], [1.008, -0.613, 0.121], [0.112, 0.421, 0.057], [-0.962, 0.302, -0.108]], "lowdin_charge": [-0.216, -0.764, -0.004, 0.045, 0.019, 0.048, -0.002, 0.004, 0.020, -0.029, -0.121], "energy_ev": -15070.6046, "charge": -1, "gap_ev": 6.626, "lumo_ev": 4.2, "de_lowest_kj_mol": 77.30}